1.
{
  "formula": "C14H16",
  "method": "ωB97M-V with the def2-TZVPD basis set",
  "elements": ["C", "C", "C", "C", "C", "C", "C", "H", "H", "H", "H", "H", "H", "H", "H", "C", "C", "C", "C", "C", "C", "C", "H", "H", "H", "H", "H", "H", "H", "H"],
  "coordinates": [[1.54, 1.83, 4.73], [-0.64, 1.05, 1.05], [-1.16, 1.98, 1.99], [0.54, 0.36, 1.43], [-0.53, 2.25, 3.22], [1.26, 0.69, 2.54], [0.70, 1.59, 3.50], [-0.95, 0.84, -0.05], [-2.06, 2.53, 1.59], [0.94, -0.32, 0.72], [-0.85, 3.00, 3.91], [2.29, 0.30, 2.92], [1.26, 2.63, 5.37], [2.57, 2.06, 4.44], [1.53, 0.86, 5.18], [-1.04, -0.14, -4.52], [0.31, -2.70, -1.25], [0.78, -2.70, -2.51], [-0.96, -1.91, -1.13], [0.33, -1.90, -3.58], [-1.40, -1.05, -2.13], [-0.68, -1.04, -3.41], [0.56, -3.25, -0.34], [1.69, -3.22, -2.73], [-1.37, -2.07, -0.23], [1.05, -1.76, -4.42], [-2.40, -0.49, -2.01], [-0.90, 0.83, -3.99], [-2.02, -0.11, -4.90], [-0.40, -0.15, -5.39]],
  "lowdin_charge": [-0.064, -0.085, -0.101, -0.124, -0.050, -0.067, -0.268, 0.112, 0.109, 0.080, 0.095, 0.143, 0.062, 0.081, 0.073, -0.061, -0.061, -0.122, -0.077, -0.078, -0.038, -0.304, 0.106, 0.092, 0.048, 0.126, 0.135, 0.102, 0.060, 0.075],
  "de_lowest_ev": 2.183,
  "homo_ev": -8.720,
  "total_energy_ev": -14775.5827,
  "lumo_energy_ev": 0.9
}

=====

2.
{
  "formula": "C14H16",
  "method": "ωB97M-V with the def2-TZVPD basis set",
  "elements": ["C", "C", "C", "C", "C", "C", "C", "H", "H", "H", "H", "H", "H", "H", "H", "C", "C", "C", "C", "C", "C", "C", "H", "H", "H", "H", "H", "H", "H", "H"],
  "coordinates": [[0.37, 1.36, 3.65], [0.89, 3.31, 2.11], [0.39, 2.02, 2.29], [0.68, 3.96, 0.90], [0.15, 3.29, -0.18], [-0.24, 1.38, 1.22], [-0.35, 2.00, -0.01], [1.44, 3.77, 2.92], [0.93, 5.02, 0.87], [0.45, 2.13, 4.41], [1.26, 0.74, 3.81], [0.15, 3.73, -1.17], [-0.79, 0.49, 1.47], [-0.71, 1.56, -0.95], [-0.57, 0.83, 3.80], [-2.44, -2.73, -2.09], [0.79, -1.27, -0.69], [-0.54, -1.41, -1.05], [1.75, -2.14, -1.20], [-0.96, -2.45, -1.89], [1.38, -3.12, -2.12], [0.02, -3.30, -2.37], [1.08, -0.37, -0.18], [-1.25, -0.68, -0.69], [2.74, -2.14, -0.77], [2.06, -3.69, -2.73], [-2.58, -3.46, -2.87], [-2.91, -1.76, -2.28], [-0.31, -4.06, -3.08], [-2.87, -3.01, -1.12]],
  "lowdin_charge": [-0.051, -0.053, -0.275, -0.093, -0.093, -0.080, -0.094, 0.109, 0.102, 0.068, 0.084, 0.100, 0.106, 0.098, 0.078, -0.046, -0.083, -0.062, -0.093, -0.277, -0.086, -0.066, 0.081, 0.089, 0.100, 0.100, 0.072, 0.075, 0.107, 0.082],
  "de_lowest_ev": 0.692,
  "homo_ev": -8.911,
  "total_energy_ev": -14777.0735,
  "lumo_energy_ev": 0.9
}

=====

3.
{
  "formula": "C14H16B2InN2O8",
  "method": "ωB97M-V with the def2-TZVPD basis set",
  "elements": ["In", "N", "O", "O", "O", "N", "O", "O", "O", "B", "H", "H", "H", "H", "B", "H", "H", "H", "H", "C", "C", "C", "C", "C", "C", "C", "O", "C", "C", "C", "C", "C", "C", "C", "O", "H", "H", "H", "H", "H", "H", "H", "H"],
  "coordinates": [[1.40, -2.62, -0.91], [3.64, 0.64, 0.30], [4.26, 0.73, -0.77], [2.60, -0.05, 0.30], [4.13, 1.17, 1.31], [0.95, 0.58, -2.82], [0.33, -0.43, -2.48], [0.30, 1.59, -3.14], [2.16, 0.61, -2.64], [3.00, -2.54, -3.51], [3.28, -1.60, -2.88], [2.90, -3.46, -2.80], [1.91, -2.41, -3.87], [3.72, -2.73, -4.39], [3.54, 1.40, -6.08], [2.95, 0.75, -5.28], [2.90, 1.28, -7.03], [3.64, 2.50, -5.79], [4.54, 0.82, -6.14], [-2.27, -2.17, 5.38], [-1.22, -2.70, 4.64], [-0.96, -2.19, 3.38], [-1.67, -1.12, 2.84], [-2.67, -0.53, 3.66], [-2.99, -1.09, 4.90], [-3.39, 0.67, 3.15], [-4.32, 1.12, 3.78], [-2.91, 1.25, 1.88], [-3.37, 2.52, 1.49], [-2.94, 3.21, 0.37], [-1.89, 2.66, -0.35], [-1.37, 1.41, -0.01], [-1.88, 0.70, 1.09], [-1.25, -0.59, 1.51], [-0.40, -1.15, 0.85], [-2.50, -2.77, 6.26], [-0.67, -3.53, 5.07], [-0.26, -2.72, 2.76], [-3.90, -0.73, 5.37], [-4.17, 2.92, 2.09], [-3.24, 4.21, 0.11], [-1.49, 3.25, -1.16], [-0.42, 1.14, -0.44]],
  "lowdin_charge": [1.047, -0.600, 0.055, -0.074, 0.027, -0.562, -0.047, 0.067, 0.127, -0.463, -0.013, -0.129, -0.051, -0.035, -0.216, 0.040, -0.026, -0.048, -0.011, -0.065, -0.064, -0.006, -0.059, -0.072, 0.000, -0.291, 0.099, -0.073, -0.013, -0.055, -0.044, 0.025, -0.057, -0.264, -0.038, 0.104, 0.106, 0.118, 0.116, 0.114, 0.108, 0.113, 0.111],
  "homo_ev": -6.054,
  "total_energy_ev": -40648.6007,
  "charge": -1,
  "lumo_energy_ev": -3.0
}

=====

4.
{
  "formula": "C14H16BeN3O4S5",
  "method": "ωB97M-V with the def2-TZVPD basis set",
  "elements": ["Be", "S", "S", "S", "S", "C", "C", "O", "N", "C", "C", "C", "C", "C", "C", "N", "H", "H", "H", "H", "H", "H", "H", "H", "H", "H", "N", "C", "C", "C", "C", "C", "C", "S", "O", "O", "O", "H", "H", "H", "H", "H", "H"],
  "coordinates": [[1.69, 0.56, -0.63], [3.82, -0.50, 2.22], [4.77, 1.16, 1.45], [5.03, 0.90, -0.57], [3.29, 1.46, -1.59], [-1.73, 1.53, -2.47], [-0.84, 0.66, -1.66], [0.37, 0.97, -1.53], [-1.39, -0.42, -1.12], [-0.70, -1.29, -0.18], [0.56, -1.96, -0.64], [0.59, -3.31, -0.92], [1.80, -3.93, -1.18], [2.96, -3.18, -1.15], [2.86, -1.82, -0.89], [1.69, -1.22, -0.65], [-1.13, 2.29, -2.97], [-2.45, 2.02, -1.81], [-2.29, 0.95, -3.20], [-2.41, -0.37, -0.96], [-1.43, -2.06, 0.09], [-0.48, -0.75, 0.73], [-0.34, -3.87, -0.90], [1.84, -4.99, -1.39], [3.93, -3.61, -1.33], [3.74, -1.19, -0.86], [1.55, 1.32, 1.01], [0.20, 1.53, 1.46], [-0.36, 0.68, 2.40], [-1.75, 0.56, 2.46], [-2.55, 1.33, 1.63], [-1.97, 2.36, 0.90], [-0.60, 2.46, 0.81], [-4.20, 0.80, 1.19], [-4.95, 2.00, 0.91], [-3.91, 0.01, -0.03], [-4.67, -0.02, 2.29], [2.08, 2.18, 0.91], [2.10, 0.71, 1.65], [0.28, 0.02, 2.97], [-2.22, -0.19, 3.09], [-2.62, 3.02, 0.33], [-0.14, 3.18, 0.14]],
  "lowdin_charge": [-0.135, -0.156, -0.194, -0.110, 0.151, 0.041, -0.436, -0.013, 0.134, -0.067, -0.194, -0.009, -0.047, -0.029, -0.123, 0.080, 0.094, 0.087, 0.096, 0.104, 0.140, 0.097, 0.116, 0.109, 0.113, 0.008, 0.033, -0.284, -0.040, -0.056, -0.267, -0.067, -0.028, 0.436, -0.347, -0.381, -0.346, 0.080, -0.069, 0.121, 0.117, 0.114, 0.126],
  "de_lowest_ev": 0.000,
  "homo_ev": -4.271,
  "total_energy_ev": -82023.7445,
  "charge": -1,
  "lumo_energy_ev": 2.1
}

=====

5.
{
  "formula": "C14H16BrCl24N5O3P",
  "method": "ωB97M-V with the def2-TZVPD basis set",
  "elements": ["C", "C", "O", "N", "C", "C", "O", "C", "N", "P", "C", "O", "C", "N", "N", "C", "N", "Br", "H", "H", "H", "H", "H", "H", "H", "H", "H", "H", "H", "H", "H", "H", "H", "H", "C", "Cl", "Cl", "Cl", "Cl", "C", "Cl", "Cl", "Cl", "Cl", "C", "Cl", "Cl", "Cl", "Cl", "C", "Cl", "Cl", "Cl", "Cl", "C", "Cl", "Cl", "Cl", "Cl", "C", "Cl", "Cl", "Cl", "Cl"],
  "coordinates": [[5.35, -0.03, -1.39], [3.88, -0.04, -1.03], [3.53, -0.56, -0.05], [2.94, 0.54, -1.92], [3.24, 1.91, -2.29], [2.83, 2.49, -3.61], [3.82, 2.58, -1.54], [1.60, 0.33, -1.47], [0.60, 1.39, -1.88], [0.07, 2.16, -0.30], [-1.09, 3.54, -0.67], [1.40, 2.88, 0.33], [-0.33, 0.81, -2.65], [-1.55, 1.17, -2.88], [0.24, -0.38, -3.19], [0.85, -0.93, -1.98], [1.51, -2.17, -2.07], [-0.70, -1.32, -0.81], [5.77, 0.98, -1.39], [5.53, -0.57, -2.32], [5.88, -0.57, -0.61], [2.53, 3.53, -3.53], [3.66, 2.46, -4.32], [1.99, 1.96, -4.08], [1.44, 0.28, -0.38], [-1.95, 3.19, -1.24], [-1.42, 3.90, 0.30], [-0.57, 4.37, -1.16], [1.71, 3.57, -0.28], [-1.78, 2.15, -2.99], [-2.29, 0.50, -3.02], [0.90, -0.22, -3.94], [1.62, -2.60, -1.16], [2.42, -2.10, -2.52], [-3.62, -4.31, -1.10], [-5.27, -4.67, -1.59], [-2.69, -3.73, -2.49], [-3.63, -3.04, 0.14], [-2.86, -5.76, -0.44], [2.54, -2.38, 3.40], [3.27, -0.81, 3.75], [1.73, -2.30, 1.83], [3.79, -3.62, 3.36], [1.36, -2.77, 4.65], [-4.62, -0.31, 3.60], [-3.67, -0.29, 5.09], [-5.34, 1.28, 3.33], [-3.56, -0.71, 2.23], [-5.90, -1.52, 3.73], [7.01, 3.39, -3.96], [6.45, 1.71, -4.10], [5.84, 4.47, -4.73], [7.16, 3.81, -2.25], [8.58, 3.55, -4.75], [-3.35, 0.12, 9.14], [-2.40, 0.15, 10.62], [-4.07, 1.71, 8.86], [-2.30, -0.28, 7.77], [-4.63, -1.09, 9.27], [-8.68, -3.56, 1.34], [-9.55, -2.03, 1.19], [-8.74, -4.11, 3.01], [-9.44, -4.77, 0.29], [-7.00, -3.33, 0.85]],
  "lowdin_charge": [0.012, -0.476, 0.114, 0.099, -0.486, 0.009, 0.150, -0.310, -0.092, 0.959, -0.229, -0.243, -0.485, 0.249, 0.084, -0.775, 0.075, 0.818, 0.049, 0.081, 0.096, 0.096, 0.048, 0.066, 0.086, 0.020, 0.054, 0.051, 0.068, 0.128, 0.148, 0.148, 0.056, 0.101, -2.025, 0.527, 0.495, 0.434, 0.551, -2.046, 0.534, 0.506, 0.536, 0.535, -2.026, 0.496, 0.531, 0.466, 0.528, -2.031, 0.555, 0.538, 0.549, 0.557, -2.048, 0.535, 0.526, 0.476, 0.530, -2.045, 0.528, 0.526, 0.533, 0.460],
  "de_lowest_ev": 1.153,
  "homo_ev": -12.321,
  "total_energy_ev": -408231.6036,
  "charge": 1,
  "lumo_energy_ev": -3.7
}

=====

6.
{
  "formula": "C14H16Cl2MoN4O2SSi",
  "method": "ωB97M-V with the def2-TZVPD basis set",
  "elements": ["Mo", "O", "O", "N", "C", "C", "C", "N", "C", "N", "C", "Si", "C", "C", "N", "C", "C", "C", "C", "C", "C", "H", "H", "H", "H", "H", "H", "H", "H", "H", "H", "H", "H", "H", "H", "Cl", "C", "Cl", "H", "H", "S"],
  "coordinates": [[-0.68, -0.25, 0.90], [-1.71, -1.38, -0.12], [-2.70, -2.14, -0.42], [-1.42, 1.41, 0.14], [-2.05, 2.38, -0.09], [-2.77, 3.48, -0.37], [-3.80, 3.39, -1.35], [-4.62, 3.31, -2.15], [-2.49, 4.69, 0.32], [-2.26, 5.67, 0.87], [3.10, 0.00, -2.09], [1.49, 0.59, -1.36], [1.67, 2.37, -0.87], [0.13, 0.31, -2.60], [1.05, -0.37, 0.12], [1.78, -1.40, 0.78], [1.04, -2.32, 1.53], [1.62, -3.37, 2.21], [3.00, -3.53, 2.14], [3.75, -2.62, 1.41], [3.16, -1.56, 0.74], [3.20, 0.51, -3.05], [3.12, -1.08, -2.29], [3.97, 0.26, -1.49], [1.65, 3.01, -1.75], [2.61, 2.54, -0.35], [0.87, 2.71, -0.21], [0.45, 0.66, -3.58], [-0.79, 0.84, -2.34], [-0.10, -0.75, -2.68], [-0.05, -2.27, 1.57], [1.01, -4.05, 2.78], [3.48, -4.35, 2.65], [4.83, -2.74, 1.36], [3.78, -0.86, 0.21], [-3.57, -0.41, 2.21], [-5.00, -0.79, 1.20], [-6.25, 0.43, 1.38], [-5.38, -1.75, 1.53], [-4.66, -0.82, 0.17], [-0.45, 0.28, 2.93]],
  "lowdin_charge": [1.157, -0.504, -0.155, -0.023, -0.118, -0.231, -0.204, 0.163, -0.203, 0.161, -0.175, 0.435, -0.165, -0.172, -0.258, -0.349, -0.128, -0.062, -0.081, -0.067, -0.029, 0.043, 0.046, 0.026, 0.043, 0.038, 0.010, 0.040, 0.014, 0.041, 0.057, 0.114, 0.105, 0.109, 0.086, 0.484, -0.981, 0.531, 0.032, 0.009, 0.158],
  "de_lowest_ev": 0.884,
  "homo_ev": [-8.916, -8.939],
  "total_energy_ev": -70442.4356,
  "lumo_energy_ev": [-2.8, -2.8]
}

=====

7.
{
  "formula": "C14H16Cl5N2O3Pd",
  "method": "ωB97M-V with the def2-TZVPD basis set",
  "elements": ["Pd", "C", "N", "C", "C", "O", "C", "O", "C", "C", "O", "N", "C", "C", "H", "H", "H", "H", "H", "H", "H", "H", "H", "H", "H", "H", "H", "H", "H", "H", "Cl", "C", "C", "C", "Cl", "C", "Cl", "C", "Cl", "C", "Cl"],
  "coordinates": [[0.47, -0.39, 1.63], [-0.76, -4.73, 0.14], [-1.63, -3.62, -0.27], [-2.78, -3.87, -1.13], [-1.33, -2.41, 0.18], [-0.37, -2.25, 0.95], [-2.24, -1.25, -0.22], [-1.66, 0.01, 0.06], [-1.22, 0.76, -1.05], [0.30, 0.63, -1.24], [0.95, -0.15, -0.52], [0.88, 1.35, -2.19], [2.32, 1.29, -2.39], [0.16, 2.17, -3.16], [-1.14, -5.65, -0.30], [-0.76, -4.82, 1.22], [0.26, -4.55, -0.19], [-2.88, -4.94, -1.27], [-2.66, -3.42, -2.12], [-3.70, -3.51, -0.68], [-3.15, -1.34, 0.39], [-2.53, -1.33, -1.27], [-1.48, 1.80, -0.86], [-1.73, 0.44, -1.96], [2.77, 0.77, -1.55], [2.71, 2.30, -2.46], [2.55, 0.75, -3.31], [-0.89, 2.28, -2.90], [0.23, 1.72, -4.16], [0.60, 3.16, -3.20], [-1.24, 1.23, 3.33], [0.35, 1.93, 3.17], [1.21, 1.22, 2.36], [2.50, 1.68, 2.15], [3.57, 0.74, 1.18], [2.91, 2.87, 2.75], [4.50, 3.45, 2.50], [2.02, 3.59, 3.56], [2.52, 5.04, 4.30], [0.72, 3.11, 3.78], [-0.38, 3.96, 4.77]],
  "lowdin_charge": [0.937, -0.001, -0.119, -0.017, -0.397, -0.056, -0.092, -0.154, -0.100, -0.382, -0.046, -0.123, -0.005, -0.014, 0.091, 0.102, 0.102, 0.094, 0.099, 0.100, 0.155, 0.126, 0.147, 0.138, 0.052, 0.102, 0.106, 0.082, 0.107, 0.104, 0.730, -0.680, -0.323, -0.683, 0.735, -0.699, 0.724, -0.693, 0.725, -0.704, 0.730],
  "de_lowest_ev": 0.533,
  "homo_ev": -11.613,
  "total_energy_ev": -89985.6416,
  "charge": 1,
  "lumo_energy_ev": -4.4
}

=====

8.
{
  "formula": "C14H16ClNPb",
  "method": "ωB97M-V with the def2-TZVPD basis set",
  "elements": ["C", "C", "C", "C", "C", "Pb", "N", "C", "C", "H", "H", "H", "H", "H", "H", "H", "H", "H", "H", "Cl", "C", "C", "C", "C", "C", "C", "C", "H", "H", "H", "H", "H", "H"],
  "coordinates": [[-0.78, -3.64, -0.56], [-1.96, -3.14, 0.08], [-1.60, -2.67, 1.37], [-0.19, -2.87, 1.54], [0.31, -3.49, 0.35], [-0.58, -0.35, -0.86], [0.89, -1.46, -2.15], [-0.40, -0.42, -3.16], [-1.80, -0.13, -2.74], [-2.28, -2.26, 2.12], [-2.96, -3.17, -0.35], [0.39, -2.63, 2.43], [1.34, -3.80, 0.18], [-0.72, -4.10, -1.55], [-2.52, -0.94, -2.90], [0.14, 0.50, -3.47], [1.67, -0.79, -2.31], [-2.11, 0.91, -2.87], [-0.47, -1.12, -4.00], [1.41, 0.89, 3.64], [1.10, 2.08, 2.45], [0.60, 3.31, 2.82], [0.22, 4.25, 1.85], [0.40, 3.95, 0.49], [0.97, 2.75, 0.10], [1.35, 1.75, 1.07], [1.84, 0.51, 0.65], [0.47, 3.53, 3.88], [-0.20, 5.20, 2.15], [0.08, 4.67, -0.27], [1.13, 2.53, -0.96], [2.22, 0.41, -0.37], [2.04, -0.28, 1.35]],
  "lowdin_charge": [-0.259, -0.269, -0.265, -0.232, -0.235, 1.221, -0.230, -0.485, -0.462, 0.051, 0.052, 0.058, 0.059, 0.058, 0.010, 0.056, -0.089, 0.000, 0.045, 0.630, -0.682, -0.177, -0.196, -0.170, -0.131, -0.441, -0.205, 0.077, 0.055, 0.078, 0.087, -0.001, -0.005],
  "de_lowest_ev": 0.942,
  "homo_ev": 0.685,
  "total_energy_ev": -34030.9255,
  "charge": -2,
  "lumo_energy_ev": 5.4
}